ORCA calculation (ωB97M-V/def2-TZVPD) on 2 unconnected molecules or ions with the total composition C2H7S3 at a distorted geometry.

```
12
Properties=species:S:1:pos:R:3:forces:R:3
S 0.48397 2.93061 -1.61847 -0.0444 -0.4533 0.0858
S -1.00506 1.55560 -2.10194 0.1492 0.2161 -0.4541
S 1.47635 -1.07196 1.67664 -0.2294 0.1186 -0.0258
C -0.31898 -0.15385 -1.93477 -0.1863 1.3788 0.2167
C -0.21580 -0.50481 2.09313 0.8808 -0.9778 0.6622
H 0.76170 -0.16454 -2.00022 0.1804 0.1496 0.1164
H -0.63970 -1.31300 2.67990 -0.1628 -0.3727 -0.1064
H -0.12180 0.29313 2.82381 -0.3822 0.6060 -0.6862
H 1.76561 -0.02340 0.89420 0.0628 0.0142 -0.0555
H -0.78269 -0.40400 1.17787 -0.1834 0.6906 0.1852
H -0.72387 -0.74285 -2.74206 -0.3250 -0.4098 -0.0291
H -0.67974 -0.40092 -0.94810 0.2403 -0.9604 0.0908
```
Forces are in eV/Å.

- HOMO energy (eV) = -2.08
- net charge = -1
- 2S+1 = 1
- energy relative to the best compared isomer or geometry (same formula, charge and spin) (eV) = 0.738
- orbital gap (eV) = 5.2
- E_tot (eV) = -34694.087


ORCA calculation (ωB97M-V/def2-TZVPD) on 2 unconnected molecules or ions with the total composition C2H8.

```
10
Properties=species:S:1:pos:R:3:forces:R:3
C -0.59237 -1.67394 0.41960 0.2236 -0.1254 0.1492
C 0.60159 1.67835 -0.44021 0.1408 0.3405 0.6929
H 1.35413 2.14301 -1.06706 0.0272 0.0027 -0.1640
H -0.49600 -1.74444 1.50972 0.1988 -0.0418 -0.2733
H -0.39192 1.93462 -0.77762 -0.2153 0.1171 -0.1850
H 0.70492 0.60309 -0.44454 0.1256 -0.0770 -0.0208
H 0.36620 -1.35944 -0.04149 -0.7583 -0.0842 0.3650
H -0.85523 -2.65644 0.02598 -0.0120 0.0482 0.0477
H 0.72646 2.05923 0.58640 -0.0392 -0.2217 -0.3575
H -1.41778 -0.98405 0.22922 0.3087 0.0417 -0.2543
```
Forces are in eV/Å.

- HOMO energy (eV) = -12.87
- SMILES = C.C
- net charge = 0
- 2S+1 = 1
- energy relative to the best compared isomer or geometry (same formula, charge and spin) (eV) = 0.053
- orbital gap (eV) = 14.0
- E_tot (eV) = -2203.581


ORCA calculation (ωB97M-V/def2-TZVPD) on a molecular structure, C2H8AlN4O2 at a distorted geometry.

```
17
Properties=species:S:1:pos:R:3:forces:R:3
Al -0.25657 -0.55701 0.74864 1.8209 0.9175 -2.6236
O -0.58649 -1.80972 -0.73729 5.4791 3.5738 10.4605
O 0.74171 1.04389 1.18290 -5.0525 -9.4131 -5.3327
N -2.11239 -1.40434 -2.19255 -3.5564 3.2056 -0.4042
N 2.26389 1.72389 2.72136 -1.2837 -1.2319 -0.5907
N -0.82228 -3.00190 -2.61763 2.2126 -3.4573 -0.9187
N 0.83520 3.16640 1.70266 0.4153 -1.5741 0.4741
C -1.12503 -2.05760 -1.79000 -1.9258 -2.6683 -5.4772
C 1.25398 1.90241 1.87174 2.7743 7.2599 4.2895
H 0.17637 3.42145 0.98086 0.0448 0.3401 0.1780
H -2.41109 -0.63604 -1.60895 -0.9737 -0.0011 -0.9245
H 1.26329 3.81782 2.34492 -0.3428 0.8163 -0.5148
H -2.56228 -1.80703 -3.00220 -0.9515 1.1965 0.0150
H -0.20650 -3.79827 -2.53572 0.7543 0.3267 0.9936
H 2.49609 2.48358 3.34511 0.4772 -0.1329 0.1724
H -1.40069 -3.25672 -3.40542 -0.4401 0.6762 -0.1569
H 2.45276 0.76922 2.99159 0.5482 0.1662 0.3603
```
Forces are in eV/Å.

- HOMO energy (eV) = -21.97
- net charge = +3
- 2S+1 = 1
- energy relative to the best compared isomer or geometry (same formula, charge and spin) (eV) = 0.129
- orbital gap (eV) = 4.4
- E_tot (eV) = -18823.753


ORCA calculation (ωB97M-V/def2-TZVPD) on 2 unconnected molecules or ions with the total composition C2H8BNO2 at a distorted geometry.

```
14
Properties=species:S:1:pos:R:3:forces:R:3
O -1.02430 -1.24759 -1.47936 -2.6087 0.5283 -3.7079
O -1.17731 -3.60512 -2.18579 -0.5186 -1.9108 -0.6174
N 0.43741 0.49121 0.22129 0.9180 -1.9195 -3.8770
C 1.11987 0.13203 1.44309 -0.6389 1.6104 0.1848
C -0.44902 1.60098 0.01140 -0.3692 -0.5459 2.1122
B -1.21434 -2.46777 -1.82143 0.7388 -0.1806 0.0645
H 0.40225 -0.14618 2.25148 0.4038 0.5580 -0.5240
H 1.77865 0.97129 1.72948 -0.1270 -0.3989 0.5827
H -0.61055 -0.99768 -0.72596 2.4050 1.6878 4.3086
H -0.19394 2.33014 0.76440 -0.7296 0.5460 0.6781
H -0.24902 2.13714 -0.88980 -0.2087 -0.1631 -0.9699
H -1.44699 1.13702 0.10930 -0.1392 1.4056 -0.2210
H 0.91886 0.39976 -0.71753 0.2059 -0.4300 2.3209
H 1.70843 -0.73523 1.28942 0.6685 -0.7873 -0.3347
```
Forces are in eV/Å.

- HOMO energy (eV) = -9.14
- SMILES = O=BO.CNC
- net charge = 0
- 2S+1 = 1
- energy relative to the best compared isomer or geometry (same formula, charge and spin) (eV) = 1.739
- orbital gap (eV) = 9.5
- E_tot (eV) = -8466.173


ORCA calculation (ωB97M-V/def2-TZVPD) on a gas-phase ion, C2H8BrN3 (charge +2) at a distorted geometry.

```
14
Properties=species:S:1:pos:R:3:forces:R:3
Br -3.53270 0.23524 -0.16749 -5.0327 0.7697 0.6787
N 1.53398 -0.22685 -1.24550 1.5407 -0.1675 0.1545
N -1.63754 -0.07104 -0.45870 5.4908 -0.7258 -1.2950
N -0.90393 0.57959 1.67103 1.7782 -0.0646 -0.2874
C -0.67562 0.18667 0.40556 1.6467 -0.7317 0.9148
C 0.95726 -0.25991 0.21905 -2.7983 -1.2523 -0.8432
H -1.36173 -0.42330 -1.39959 -0.2860 0.2430 0.9341
H 0.85211 -1.34675 0.54739 0.8819 1.5451 -0.1589
H 1.48504 0.44629 0.83779 0.6944 -0.2790 0.1178
H 2.57866 0.05452 -1.31536 -1.6931 -0.4156 0.8026
H -1.80453 0.51886 2.14901 0.1042 0.2154 -0.4855
H 1.06154 0.56742 -1.66877 -0.1409 -0.1026 -0.8991
H -0.09467 0.85363 2.29576 -1.4020 -0.5410 -1.0458
H 1.54214 -1.11437 -1.87016 -0.7838 1.5068 1.4125
```
Forces are in eV/Å.

- HOMO energy (alpha / beta) (eV) = -15.87 / -19.40
- net charge = +2
- 2S+1 = 3
- energy relative to the best compared isomer or geometry (same formula, charge and spin) (eV) = 0.000
- orbital gap (alpha / beta) (eV) = 7.8 / 7.5
- <S²> = 2.005
- E_tot (eV) = -76694.223


ORCA calculation (ωB97M-V/def2-TZVPD) on 2 unconnected molecules or ions with the total composition C2H8BrNP at a distorted geometry.

```
13
Properties=species:S:1:pos:R:3:forces:R:3
Br -2.91726 -0.59866 0.54362 -0.2228 -0.4369 0.0609
P -2.76850 1.49288 -0.08018 0.8800 -0.0929 -0.2092
N 1.44993 -1.20427 -0.34247 0.0726 0.0613 -0.0362
C 0.57798 -0.19132 0.41712 -0.1775 -0.2163 0.4420
C 0.19089 0.89300 -0.47819 -0.9055 0.4057 -0.2100
H 1.15053 0.17380 1.26851 0.0627 -0.1940 -0.0396
H -0.28237 -0.77806 0.78357 0.1859 0.1156 -0.0665
H 1.87298 -1.89874 0.28662 -0.0692 0.1755 -0.1956
H 0.50327 1.89988 -0.29472 0.1535 0.2622 0.0771
H -2.69036 1.95798 1.24809 0.0877 0.1553 0.1059
H -0.14723 0.65190 -1.47049 -0.1079 -0.0126 -0.2543
H 0.87084 -1.70177 -1.03077 0.2207 0.1113 0.1359
H 2.18931 -0.69662 -0.85072 -0.1802 -0.3341 0.1896
```
Forces are in eV/Å.

- HOMO energy (alpha / beta) (eV) = -13.11 / -12.00
- net charge = +1
- 2S+1 = 1
- energy relative to the best compared isomer or geometry (same formula, charge and spin) (eV) = 1.703
- orbital gap (alpha / beta) (eV) = 8.5 / 7.1
- E_tot (eV) = -83016.037


ORCA calculation (ωB97M-V/def2-TZVPD) on a molecular structure, C2H8Cl2N4O9V at a distorted geometry.

```
26
Properties=species:S:1:pos:R:3:forces:R:3
V 0.51708 2.93958 -0.55923 7.5183 10.4637 -5.9112
Cl -1.09011 -2.93282 0.99546 0.2185 -2.5627 -0.6504
Cl 0.96916 -5.25039 -0.31408 0.1814 0.4051 -0.1787
O 1.95062 2.88665 -3.59147 0.6119 -0.1206 -1.5166
O -0.23762 2.73846 0.74360 -7.6704 1.9033 11.9679
O -1.24615 3.61779 2.30261 -0.7051 -2.0115 -0.8295
O 0.40445 3.32031 -2.22653 -6.1864 5.6246 -6.0929
O -1.20597 1.43508 2.08997 2.0911 7.3100 0.2706
O -0.08136 -0.26437 0.09785 6.2507 3.8996 -5.6163
O 1.95986 2.36438 -1.51234 5.8468 -0.6043 -1.5328
O 1.25439 1.53727 0.11752 3.9776 -8.6774 4.7650
O -0.38413 1.57695 -1.01735 -4.8999 -6.1611 -4.1813
N 0.30687 0.83021 -0.29764 -0.6497 -1.6046 1.0855
N -0.96863 2.57210 1.69500 -2.4572 4.4121 7.3220
N -1.31568 -0.44447 1.77548 -5.1478 -6.5697 4.1374
N 1.47139 2.86925 -2.52695 4.0369 -0.7148 -4.3429
C 0.54492 -3.70866 -1.14798 -0.6114 -0.2221 1.1008
C 0.26792 -2.58750 -0.09774 0.6995 -1.5326 -1.5633
H -1.88475 -1.27804 1.81339 -0.2036 -0.0659 -0.0679
H 1.13833 -2.41088 0.53416 0.0179 -0.2090 -0.1112
H -0.00419 -1.64028 -0.56341 0.3977 -2.1868 -0.8545
H -0.33392 -3.98224 -1.73186 -0.0585 0.4296 0.0899
H -0.60489 -0.66801 2.45733 0.0393 0.7309 0.5661
H 1.34552 -3.44475 -1.83900 0.0675 0.1258 0.3030
H -0.86886 -0.43654 0.86973 -2.4377 -0.0791 1.5647
H -1.90427 0.36094 1.93347 -0.9274 -1.9825 0.2767
```
Forces are in eV/Å.

- HOMO energy (alpha / beta) (eV) = -12.80 / -13.32
- net charge = +1
- 2S+1 = 3
- energy relative to the best compared isomer or geometry (same formula, charge and spin) (eV) = 13.051
- orbital gap (alpha / beta) (eV) = 7.2 / 7.5
- <S²> = 2.016
- E_tot (eV) = -77293.553


ORCA calculation (ωB97M-V/def2-TZVPD) on a molecular structure, C2H8Cl3CrO2 at a distorted geometry.

```
16
Properties=species:S:1:pos:R:3:forces:R:3
Cr -0.23522 -0.00988 -0.05030 -1.3266 0.5830 0.7332
Cl -1.69778 -0.30486 -2.16264 0.7531 -0.1224 0.6330
Cl 2.05210 0.10032 -0.90413 0.0896 -0.0289 -0.3248
Cl -0.48358 0.61564 2.29664 0.2630 -0.4459 -1.0044
O -0.26810 -2.16840 0.23548 -1.1493 1.1274 -0.3892
O -0.68947 2.10628 -0.50505 -0.0832 -1.4280 0.5082
C 0.22694 3.13767 -0.37198 1.0844 2.3207 -0.4166
C 0.41391 -3.29129 0.71247 1.6530 -0.7076 0.8888
H -1.19054 -2.36098 0.05210 -0.1561 -0.2023 -0.0385
H -1.48899 2.52371 -0.83387 -0.2958 -0.6955 -0.0845
H -0.28364 4.02226 0.00870 -0.0030 0.1051 0.0680
H 0.70167 -3.20319 1.76010 -0.1288 0.5442 0.1289
H 1.09858 3.01870 0.27159 -0.4216 -0.9887 0.2071
H -0.12202 -4.24033 0.69802 -0.3162 0.2660 -0.7124
H 1.34758 -3.33116 0.15142 -0.1030 -0.4311 -0.0829
H 0.61856 3.38552 -1.35854 0.1407 0.1040 -0.1138
```
Forces are in eV/Å.

- HOMO energy (alpha / beta) (eV) = -8.99 / -9.57
- net charge = 0
- 2S+1 = 6
- orbital gap (alpha / beta) (eV) = 9.1 / 4.1
- <S²> = 8.766
- E_tot (eV) = -72287.062